Formula: C17H19N2O5S2V
Source: the OMol25 dataset
Level of theory: ωB97M-V/def2-TZVPD

Output
Relative energy (zero: lowest compared OMol25 entry of this formula, charge and spin) (kcal/mol): 0.00
DFT total energy (eV): -78516.5203
Expectation value of S²: 3.764
Net charge: -1
2S+1: 4

Each line ends with the Mulliken charge.
Atoms and positions in Å:
V -8.7864 -11.0404 6.9432  0.553
O -7.1719 -14.4131 7.5762  -0.477
C -8.2607 -13.6522 7.5706  0.167
O -8.5328 -12.8421 8.4262  -0.597
C -9.1223 -13.9664 6.3739  -0.166
O -9.8082 -12.7873 5.9197  -0.204
C -11.1631 -12.9316 5.4568  -0.714
C -12.2258 -13.6126 6.4909  0.699
O -13.2713 -14.2125 6.1466  -0.777
O -11.7666 -13.4305 7.6310  -0.756
H -6.5337 -13.9630 8.1315  0.446
H -9.7726 -14.7078 6.7226  0.511
H -8.5162 -14.3602 5.5528  0.388
H -11.1370 -13.4163 4.4485  0.261
H -11.4558 -11.9125 5.3377  0.316
C -5.7951 -7.7996 5.3739  -1.439
C -6.3678 -9.1629 5.6996  0.504
S -8.1011 -9.0947 5.7702  -0.492
C -5.5981 -10.2601 5.8833  0.435
C -4.0796 -10.3109 5.7833  -1.461
S -6.2792 -11.7609 6.4974  -0.448
H -6.0004 -7.1345 6.2345  0.226
H -6.3281 -7.3367 4.5309  0.284
H -4.7447 -7.8722 5.2271  0.356
H -3.7090 -9.4982 5.1965  0.475
H -3.8245 -11.2525 5.2645  0.299
H -3.6390 -10.3753 6.7765  0.213
N -10.9884 -10.7570 7.7733  -0.311
C -10.9244 -10.2062 9.0077  0.224
C -12.0392 -9.9664 9.7666  -0.202
C -11.9613 -9.3194 11.0193  -0.698
C -10.7693 -8.8596 11.5210  -0.641
C -9.5787 -9.1068 10.7932  0.560
C -8.2712 -8.5549 11.2017  -0.728
C -7.1995 -8.9129 10.4370  -0.845
C -7.3893 -9.6071 9.2007  0.061
N -8.5394 -9.9761 8.7379  0.649
C -9.6583 -9.7570 9.4933  -0.299
H -11.3604 -11.7227 7.8002  0.324
H -11.6193 -10.2917 7.1531  0.255
H -13.0165 -10.2194 9.3669  0.437
H -12.8459 -9.0576 11.5919  0.341
H -10.7323 -8.3634 12.5307  0.294
H -8.0695 -7.9880 12.0843  0.398
H -6.1654 -8.6376 10.6537  0.382
H -6.5445 -9.7776 8.5436  0.197